<A>
{
  "formula": "CH4N2OS",
  "method": "ωB97M-V with the def2-TZVPD basis set",
  "orbital_gap_ev": 10.45,
  "e_homo_ev": -9.7,
  "smiles": "NC(=O)NS",
  "charge": 0,
  "lumo_energy_ev": 0.76,
  "elements": ["S", "O", "N", "N", "C", "H", "H", "H", "H"],
  "xyz": [[-2.05, -0.04, 0.00], [1.59, -1.04, 0.16], [-0.58, -0.75, -0.45], [0.91, 1.11, -0.10], [0.72, -0.23, -0.08], [-2.02, -0.39, 1.29], [-0.56, -1.78, -0.55], [1.83, 1.49, 0.15], [0.15, 1.63, -0.42]]
}

<B>
{
  "formula": "CH4N2OS",
  "method": "ωB97M-V with the def2-TZVPD basis set",
  "orbital_gap_ev": 8.97,
  "e_homo_ev": -8.4,
  "charge": 0,
  "lumo_energy_ev": 0.61,
  "elements": ["S", "O", "N", "N", "C", "H", "H", "H", "H"],
  "xyz": [[-1.18, -1.59, 0.58], [1.84, 0.88, -0.64], [0.16, -0.68, 0.90], [-0.38, 1.29, -0.54], [0.75, 0.73, -0.30], [-1.13, 0.88, 0.06], [-0.57, -2.56, -0.33], [-0.40, 2.25, -0.88], [0.90, -1.20, 1.16]]
}

Stability ranking, top and bottom: <A> is the most stable and <B> is the least stable.

<A>
{
  "formula": "C4H11OP",
  "method": "ωB97M-V with the def2-TZVPD basis set",
  "orbital_gap_ev": 9.65,
  "e_homo_ev": -8.6,
  "charge": 0,
  "lumo_energy_ev": 1.06,
  "elements": ["P", "O", "C", "C", "C", "C", "H", "H", "H", "H", "H", "H", "H", "H", "H", "H", "H"],
  "xyz": [[-0.40, -0.77, 0.10], [-0.85, -2.11, -0.31], [-2.74, 0.03, 0.20], [2.82, -0.37, 0.40], [1.82, -0.16, -0.67], [-1.52, 0.54, -0.60], [-1.75, 0.45, -1.59], [-0.38, -0.52, 1.42], [2.50, -0.95, 1.29], [3.66, -0.86, 0.06], [-1.43, 1.61, -0.19], [-3.14, -0.83, -0.26], [1.54, 0.71, -1.15], [-3.54, 0.66, 0.17], [-2.43, -0.07, 1.32], [1.90, -0.89, -1.37], [3.24, 0.73, 0.64]]
}

<B>
{
  "formula": "C4H11OP",
  "method": "ωB97M-V with the def2-TZVPD basis set",
  "orbital_gap_ev": 10.14,
  "e_homo_ev": -9.3,
  "smiles": "C=CC.CPO",
  "charge": 0,
  "lumo_energy_ev": 0.83,
  "elements": ["P", "O", "C", "C", "C", "C", "H", "H", "H", "H", "H", "H", "H", "H", "H", "H", "H"],
  "xyz": [[-2.15, -1.13, -0.95], [-3.44, -1.37, 0.17], [-1.97, 0.60, -0.24], [2.80, 0.29, -0.01], [2.14, 0.69, 1.31], [2.05, -0.52, -0.75], [1.08, -0.83, -0.40], [-3.02, 1.06, -0.21], [-1.36, 1.15, -0.95], [-3.06, -0.69, -2.08], [3.71, 0.79, -0.29], [2.34, -0.74, -1.78], [-3.69, -2.23, 0.58], [2.58, 0.15, 2.19], [2.45, 1.71, 1.50], [-1.49, 0.60, 0.70], [1.01, 0.49, 1.19]]
}

Stability ranking, top and bottom: <B> is the most stable and <A> is the least stable.

<A>
{
  "formula": "C36H90FeO24P6",
  "method": "ωB97M-V with the def2-TZVPD basis set",
  "spin_multiplicity": 5,
  "orbital_gap_ev": [11.16, 9.32],
  "e_homo_ev": [-14.3, -12.5],
  "charge": 2,
  "lumo_energy_ev": [-3.17, -3.17],
  "s2": 6.0055,
  "elements": ["Fe", "P", "P", "P", "P", "P", "P", "O", "O", "O", "O", "O", "O", "O", "O", "O", "O", "O", "O", "O", "O", "O", "O", "O", "O", "O", "O", "O", "O", "O", "O", "C", "C", "C", "C", "C", "C", "C", "C", "C", "C", "C", "C", "C", "C", "C", "C", "C", "C", "C", "C", "C", "C", "C", "C", "C", "C", "C", "C", "C", "C", "C", "C", "C", "C", "C", "C", "H", "H", "H", "H", "H", "H", "H", "H", "H", "H", "H", "H", "H", "H", "H", "H", "H", "H", "H", "H", "H", "H", "H", "H", "H", "H", "H", "H", "H", "H", "H", "H", "H", "H", "H", "H", "H", "H", "H", "H", "H", "H", "H", "H", "H", "H", "H", "H", "H", "H", "H", "H", "H", "H", "H", "H", "H", "H", "H", "H", "H", "H", "H", "H", "H", "H", "H", "H", "H", "H", "H", "H", "H", "H", "H", "H", "H", "H", "H", "H", "H", "H", "H", "H", "H", "H", "H", "H", "H", "H"],
  "xyz": [[0.06, -0.34, 0.21], [-2.34, -0.92, -2.20], [3.01, -0.28, 2.23], [-1.03, -3.38, 1.39], [-2.59, 1.15, 2.17], [2.51, -1.03, -2.20], [0.99, 2.94, -0.80], [1.51, -0.82, -1.13], [4.32, -1.17, 1.71], [-1.79, -4.40, 0.45], [2.57, -2.44, -2.87], [2.46, 3.29, -0.21], [1.22, 3.30, -2.37], [-2.28, 1.45, 3.79], [-1.41, 0.54, 1.46], [3.59, 1.24, 2.23], [-2.27, -3.18, 2.44], [-1.29, -0.33, -1.34], [-3.89, 0.22, 2.05], [1.70, -0.46, 1.59], [-0.58, -2.15, 0.74], [2.96, -0.57, 3.83], [4.02, -0.67, -1.73], [0.17, -4.27, 2.11], [-2.42, -0.15, -3.61], [2.43, -0.04, -3.58], [-1.94, -2.39, -2.77], [-3.06, 2.62, 1.58], [-3.91, -1.07, -1.68], [0.46, 1.62, -0.50], [0.13, 4.22, -0.21], [-3.51, 2.78, 0.24], [-6.21, -0.07, 1.56], [-2.67, 1.27, -3.70], [-2.15, 1.84, -5.01], [0.97, 0.49, 4.83], [-5.15, 0.47, 2.58], [1.86, -3.80, -0.90], [0.39, 4.88, 2.17], [5.10, -3.40, 1.23], [-3.37, -2.22, 4.12], [2.83, -3.59, -2.13], [3.38, -0.17, -4.53], [5.73, 0.71, -0.90], [-0.08, -5.48, 2.81], [1.72, -0.79, 4.58], [3.32, 4.34, -0.75], [0.96, 4.84, -4.45], [0.76, -6.58, 2.07], [-3.44, -5.24, -0.94], [-2.20, 3.12, 5.60], [0.71, 4.57, -2.98], [-2.10, -2.26, 3.44], [4.86, 1.56, 2.85], [2.89, 0.72, -5.79], [-0.86, -2.54, -3.60], [-5.00, -1.08, -2.61], [4.55, -2.43, 2.22], [-4.90, -2.31, -3.62], [4.38, 4.13, -1.84], [-1.25, -3.29, -4.86], [4.28, 0.68, -1.37], [-4.33, 4.16, 0.32], [-3.01, 2.45, 4.48], [-3.02, -4.19, -0.03], [-0.56, 4.44, 1.02], [4.94, 3.02, 3.37], [2.05, 4.80, -4.52], [1.76, -4.86, -0.67], [-3.23, -6.19, -0.44], [-0.41, -3.53, -5.51], [-2.26, 2.92, -5.18], [2.16, -3.22, -0.03], [-1.94, -1.36, 2.85], [-7.20, -0.27, 1.96], [-5.89, -1.01, 1.11], [1.09, -1.54, 4.11], [0.62, 5.83, -4.74], [3.72, -1.20, -4.69], [-0.02, 4.83, 3.18], [-1.07, 1.80, -5.18], [-2.81, -5.13, -1.82], [-5.41, 4.05, 0.28], [-3.45, -1.17, 4.43], [6.10, 1.67, -0.55], [-3.61, -4.26, 0.88], [5.82, 3.30, 3.95], [-2.64, 2.86, -0.41], [0.58, 4.04, -5.09], [-1.09, -5.84, 2.63], [3.95, 3.23, 3.76], [0.44, 0.91, 3.97], [6.41, 0.47, -1.72], [4.81, 1.02, 3.80], [3.89, 3.68, -2.70], [3.55, -2.81, 2.43], [-4.15, -2.24, -4.41], [5.14, 3.70, 2.54], [6.15, -3.20, 1.06], [0.24, -5.34, 3.85], [-1.72, -4.25, -4.66], [-4.58, -3.24, -3.14], [-3.33, 3.29, 3.86], [-3.76, 1.30, -3.62], [3.86, -3.57, -1.78], [0.65, 5.94, 2.08], [3.83, 4.74, 0.12], [0.83, -3.51, -1.09], [0.19, 0.28, 5.56], [3.66, 0.93, -6.53], [3.47, 0.87, -0.67], [0.92, -7.36, 2.82], [-4.06, 4.86, 1.11], [-3.52, -2.72, 5.08], [-4.13, -2.55, 3.42], [1.25, 4.21, 2.21], [2.10, -1.08, 5.56], [1.66, -5.99, 1.87], [-3.86, 1.98, 4.98], [-4.04, 4.83, -0.49], [2.56, 1.71, -5.48], [1.17, 5.46, -2.54], [5.93, 0.11, -0.02], [4.98, -4.46, 1.47], [-4.03, 1.87, -0.07], [-1.32, -2.33, 4.20], [-5.19, -0.11, 3.50], [5.12, -2.51, 3.15], [-5.79, -2.68, -4.13], [-0.37, 4.62, -2.86], [2.07, 0.33, -6.40], [4.58, -3.29, 0.28], [2.69, -4.50, -2.72], [-2.34, 1.87, -2.86], [-3.22, -3.20, -0.43], [-2.64, 1.17, -5.71], [-0.37, -1.59, -3.82], [-1.39, 3.78, 5.28], [-2.06, 2.37, 6.37], [0.21, -6.91, 1.19], [-0.10, -3.06, -3.02], [-5.75, -1.52, -1.95], [1.51, 1.40, 5.09], [-1.00, 3.47, 1.25], [-6.27, 0.64, 0.74], [4.36, 0.22, -4.26], [-5.34, -0.15, -3.07], [4.15, 1.35, -2.22], [-5.46, 1.49, 2.81], [2.62, 5.14, -1.01], [4.91, 5.06, -2.02], [-3.01, 3.82, 5.83], [5.74, 1.34, 2.24], [-2.02, -2.73, -5.39], [-1.40, 5.12, 1.02], [-4.49, -5.32, -1.22], [5.10, 3.53, -1.29]]
}

<B>
{
  "formula": "C36H90FeO24P6",
  "method": "ωB97M-V with the def2-TZVPD basis set",
  "spin_multiplicity": 5,
  "orbital_gap_ev": [6.70, 2.22],
  "e_homo_ev": [-13.2, -13.2],
  "charge": 2,
  "lumo_energy_ev": [-6.53, -11.01],
  "s2": 6.0228,
  "elements": ["Fe", "P", "P", "P", "P", "P", "P", "O", "O", "O", "O", "O", "O", "O", "O", "O", "O", "O", "O", "O", "O", "O", "O", "O", "O", "O", "O", "O", "O", "O", "O", "C", "C", "C", "C", "C", "C", "C", "C", "C", "C", "C", "C", "C", "C", "C", "C", "C", "C", "C", "C", "C", "C", "C", "C", "C", "C", "C", "C", "C", "C", "C", "C", "C", "C", "C", "C", "H", "H", "H", "H", "H", "H", "H", "H", "H", "H", "H", "H", "H", "H", "H", "H", "H", "H", "H", "H", "H", "H", "H", "H", "H", "H", "H", "H", "H", "H", "H", "H", "H", "H", "H", "H", "H", "H", "H", "H", "H", "H", "H", "H", "H", "H", "H", "H", "H", "H", "H", "H", "H", "H", "H", "H", "H", "H", "H", "H", "H", "H", "H", "H", "H", "H", "H", "H", "H", "H", "H", "H", "H", "H", "H", "H", "H", "H", "H", "H", "H", "H", "H", "H", "H", "H", "H", "H", "H", "H"],
  "xyz": [[-0.08, 0.28, 0.26], [-2.73, 0.10, -4.85], [-4.07, -3.51, 2.71], [3.11, -1.13, 4.82], [3.27, -3.91, -1.66], [3.43, 3.96, -3.12], [-3.19, 5.08, 2.28], [2.82, -5.46, -1.30], [-2.66, 6.53, 1.75], [2.20, -2.89, -1.52], [3.57, -2.67, 4.59], [-2.43, 0.06, -3.37], [-4.73, 5.09, 1.78], [2.36, -1.28, 6.24], [-3.34, -4.87, 3.35], [2.37, -0.52, 3.73], [2.18, 4.51, -4.00], [-3.08, -2.46, 2.28], [-5.03, -4.03, 1.55], [4.71, -3.67, -0.83], [-1.42, -0.11, -5.76], [4.27, 5.15, -2.43], [2.97, 2.94, -2.09], [-3.89, -0.93, -5.32], [-5.04, -3.12, 3.93], [4.45, 3.36, -4.23], [3.81, -4.12, -3.17], [-3.27, 1.60, -5.37], [4.52, -0.40, 5.20], [-3.30, 5.34, 3.90], [-2.39, 3.87, 1.90], [-3.99, -2.57, 5.94], [-6.59, 3.55, 1.86], [1.61, -6.75, -2.97], [5.72, -4.72, -0.88], [-3.36, 7.65, 2.15], [2.56, -3.72, 4.60], [-6.35, -4.53, 1.68], [3.08, -1.65, 7.37], [-5.83, 4.69, 2.55], [5.66, 5.06, -2.10], [1.47, 5.73, -3.83], [-1.87, 6.59, 5.37], [6.54, 6.36, -2.37], [7.08, -4.05, -0.87], [-4.36, 2.22, -4.65], [-3.85, -2.33, -4.94], [-2.19, 5.22, 4.72], [-7.22, -3.63, 0.80], [4.69, 4.11, -5.41], [5.41, -0.09, 4.15], [4.20, -3.04, -3.92], [2.02, -1.89, 8.47], [-3.96, -6.08, 3.80], [3.29, -5.02, 4.95], [-3.90, -6.23, 5.31], [5.75, 3.21, -6.06], [6.42, 0.97, 4.72], [4.80, -3.75, -5.17], [-5.65, 1.35, -4.64], [2.23, 6.83, -4.54], [-4.55, -3.24, -5.99], [-1.11, -1.33, -7.78], [-1.44, 0.03, -7.17], [-3.01, 8.73, 1.24], [1.54, -5.90, -1.62], [-4.66, -2.01, 4.79], [-1.35, 4.81, 4.16], [3.79, 4.25, -6.02], [5.81, -4.05, -4.90], [-1.39, 7.24, 4.64], [5.77, 4.81, -1.04], [-6.56, -5.58, 1.48], [-5.64, -1.60, 5.02], [3.62, -0.74, 7.62], [-0.08, -1.67, -7.71], [-4.62, -3.33, 6.39], [3.93, -5.33, 4.12], [1.81, -3.63, 5.38], [0.76, -5.14, -1.60], [-3.09, 7.86, 3.18], [-7.37, 3.92, 1.20], [-2.41, 0.33, -7.59], [1.56, 7.68, -4.40], [-4.03, -3.35, -6.94], [6.13, 3.79, -6.90], [-5.58, -2.90, -6.12], [-2.80, 7.02, 5.75], [-3.46, -6.96, 3.39], [5.63, -5.32, 0.03], [1.76, -6.03, -3.77], [-6.95, 2.86, 2.63], [6.58, 6.73, -3.39], [-3.86, -1.67, 6.55], [7.55, 6.14, -2.01], [7.19, -3.47, -1.79], [-4.56, 3.15, -5.18], [2.46, -7.43, -2.96], [4.20, -4.61, -5.44], [0.49, 5.61, -4.29], [5.80, 1.80, 5.05], [-5.44, 4.31, 3.49], [1.21, -6.59, -0.85], [-0.74, 0.81, -7.45], [6.15, 7.11, -1.69], [2.65, -5.85, 5.24], [3.39, -2.37, -4.20], [2.41, 6.59, -5.59], [5.53, -5.47, -1.64], [-1.38, -1.27, -8.83], [3.17, 6.91, -4.00], [-3.22, 9.73, 1.62], [-1.74, -2.08, -7.30], [2.46, -1.87, 9.46], [-4.17, 2.47, -3.61], [-5.84, 0.97, -5.64], [-3.02, -2.98, 5.66], [1.98, -3.69, 3.68], [-6.39, 5.59, 2.79], [5.37, 2.25, -6.41], [-5.98, 2.84, 1.30], [1.27, 5.82, -2.76], [7.16, -3.46, 0.05], [-4.43, 7.43, 2.07], [-4.36, -7.17, 5.60], [4.89, -3.11, -6.05], [-4.07, -1.20, 4.36], [0.74, -7.33, -3.28], [-4.40, -2.39, -4.00], [5.96, -1.00, 3.92], [5.20, 5.03, -5.13], [-1.97, 8.61, 0.93], [1.54, -2.85, 8.27], [-4.46, -5.47, 5.86], [-6.75, -4.51, 2.70], [6.61, 3.09, -5.41], [-2.49, 4.55, 5.52], [-5.56, 0.45, -4.03], [4.99, -2.48, -3.40], [3.88, -4.78, 5.84], [7.20, 1.34, 4.06], [-4.95, -6.15, 3.35], [6.22, 4.25, -2.57], [-6.85, -3.63, -0.23], [-2.88, -6.01, 5.63], [-1.20, 6.51, 6.23], [-4.51, -4.23, -5.55], [-8.12, -4.24, 0.72], [1.40, -1.00, 8.37], [-6.48, 1.98, -4.30], [6.85, 0.66, 5.68], [3.71, -2.54, 7.25], [-2.84, -2.73, -4.87], [7.86, -4.81, -0.87], [4.93, 0.21, 3.22], [-7.49, -2.60, 1.01], [-3.70, 8.62, 0.40]]
}

Stability ranking, top and bottom: <A> is the most stable and <B> is the least stable.

<A>
{
  "formula": "C3H12N3O",
  "method": "ωB97M-V with the def2-TZVPD basis set",
  "orbital_gap_ev": 10.57,
  "e_homo_ev": -13.8,
  "charge": 1,
  "lumo_energy_ev": -3.20,
  "elements": ["O", "N", "N", "N", "C", "C", "C", "H", "H", "H", "H", "H", "H", "H", "H", "H", "H", "H", "H"],
  "xyz": [[2.61, 1.93, -1.47], [0.80, 0.19, -0.62], [-1.09, -0.65, 1.16], [-2.82, 0.08, -0.45], [2.13, 0.17, 0.03], [-2.33, -0.98, 0.38], [3.03, 1.19, -0.63], [-2.23, 0.23, -1.25], [-1.31, 0.06, 1.86], [-3.11, -1.31, 1.07], [4.08, 1.19, -0.30], [0.64, 1.14, -0.98], [-0.01, -0.12, 0.13], [-2.91, 0.96, 0.03], [-2.06, -1.83, -0.26], [2.57, -0.82, -0.04], [2.03, 0.44, 1.08], [-0.81, -1.46, 1.69], [0.79, -0.43, -1.42]]
}

<B>
{
  "formula": "C3H12N3O",
  "method": "ωB97M-V with the def2-TZVPD basis set",
  "orbital_gap_ev": 11.37,
  "e_homo_ev": -14.2,
  "charge": 1,
  "lumo_energy_ev": -2.88,
  "elements": ["O", "N", "N", "N", "C", "C", "C", "H", "H", "H", "H", "H", "H", "H", "H", "H", "H", "H", "H"],
  "xyz": [[1.42, 0.08, -0.83], [2.91, 1.61, -0.07], [-1.34, -0.23, -0.69], [1.85, 0.18, 1.42], [-1.62, 0.10, 0.73], [-1.97, -1.51, -1.14], [2.03, 0.59, 0.11], [-1.69, 0.52, -1.28], [2.86, 2.07, -0.97], [2.96, 2.28, 0.68], [-1.58, -2.31, -0.51], [2.68, 0.36, 1.97], [-0.30, -0.30, -0.84], [1.63, -0.81, 1.44], [-2.70, 0.17, 0.85], [-1.70, -1.68, -2.18], [-3.04, -1.42, -1.01], [-1.31, -0.72, 1.37], [-1.09, 1.02, 0.96]]
}

Stability ranking, top and bottom: <B> is the most stable and <A> is the least stable.